Density functional theory data (wB97M-V/def2-TZVPD) for a cluster of 15 separate species, C56H151N9O22 in total.

Positions of all 238 atoms, in Å:
C: -14.650 18.044 -2.717
O: -14.834 17.309 -3.879
H: -13.729 17.686 -2.258
H: -14.532 19.101 -2.958
H: -15.414 17.868 -1.960
H: -14.077 17.457 -4.451
C: -16.517 22.808 -7.013
O: -17.043 24.065 -6.416
H: -16.734 22.909 -8.076
H: -15.428 22.783 -6.976
H: -17.099 21.930 -6.731
H: -16.968 24.794 -7.036
C: -11.083 23.583 -2.031
O: -9.815 23.286 -2.755
H: -11.958 23.088 -2.452
H: -10.965 23.289 -0.988
H: -11.296 24.641 -2.184
H: -9.030 23.780 -2.507
C: -19.794 25.357 -4.563
O: -19.729 24.324 -5.474
H: -20.732 25.893 -4.705
H: -19.779 25.140 -3.495
H: -18.971 26.069 -4.627
H: -18.845 24.156 -5.807
C: -16.636 18.598 1.350
O: -16.253 19.365 2.536
H: -17.414 19.081 0.760
H: -15.769 18.495 0.697
H: -16.956 17.598 1.646
H: -16.927 19.254 3.210
C: -17.779 29.752 -0.771
O: -18.604 29.092 -1.650
H: -17.494 30.688 -1.251
H: -18.422 29.820 0.107
H: -16.845 29.226 -0.571
H: -19.100 28.383 -1.233
C: -11.525 19.965 -1.616
O: -10.783 18.819 -1.915
C: -10.055 18.920 -3.078
C: -9.426 17.494 -3.294
N: -10.259 16.451 -3.916
C: -9.308 15.341 -4.244
C: -10.084 14.157 -4.957
O: -10.571 14.723 -6.211
C: -11.421 13.881 -6.991
H: -12.126 19.848 -0.714
H: -12.299 20.357 -2.277
H: -10.968 20.834 -1.266
H: -9.301 19.696 -2.940
H: -10.716 19.086 -3.928
H: -8.998 17.144 -2.354
H: -8.605 17.753 -3.963
H: -10.999 16.145 -3.301
H: -8.794 14.915 -3.383
H: -8.549 15.695 -4.943
H: -10.981 13.891 -4.399
H: -9.463 13.285 -5.165
H: -11.492 14.332 -7.981
H: -12.381 13.832 -6.476
H: -11.035 12.877 -7.164
C: -16.031 22.414 -3.434
O: -15.816 21.377 -2.389
C: -15.872 21.686 -0.996
C: -14.653 22.475 -0.414
N: -14.547 23.880 -0.828
C: -15.736 24.697 -0.507
C: -15.682 26.058 -1.235
O: -15.694 25.808 -2.641
C: -15.919 26.959 -3.437
H: -15.163 23.073 -3.461
H: -16.910 23.055 -3.370
H: -15.995 21.927 -4.408
H: -16.046 20.808 -0.375
H: -16.804 22.232 -0.851
H: -13.747 21.994 -0.782
H: -14.590 22.398 0.672
H: -14.522 23.777 -1.833
H: -15.605 24.995 0.533
H: -16.708 24.202 -0.506
H: -14.874 26.666 -0.828
H: -16.546 26.658 -0.952
H: -16.964 27.257 -3.356
H: -15.782 26.757 -4.499
H: -15.261 27.784 -3.163
C: -12.424 34.085 -1.665
O: -12.203 33.993 -3.143
C: -13.121 34.733 -3.918
C: -13.866 33.763 -4.889
N: -14.855 32.951 -4.176
C: -15.514 32.056 -5.120
C: -16.559 30.970 -4.554
O: -17.131 30.202 -5.599
C: -18.239 29.452 -5.072
H: -13.399 33.648 -1.450
H: -12.359 35.113 -1.309
H: -11.784 33.389 -1.122
H: -12.602 35.529 -4.451
H: -13.814 35.284 -3.281
H: -13.149 33.072 -5.331
H: -14.347 34.420 -5.615
H: -14.384 32.370 -3.496
H: -14.762 31.531 -5.709
H: -16.019 32.740 -5.803
H: -17.361 31.526 -4.067
H: -16.132 30.334 -3.779
H: -18.105 28.660 -4.334
H: -18.781 28.939 -5.867
H: -18.880 30.228 -4.654
C: -19.985 21.976 0.158
O: -19.403 23.353 0.142
C: -20.315 24.407 -0.253
C: -19.398 25.646 -0.478
N: -20.025 26.987 -0.388
C: -20.924 27.098 -1.586
C: -21.675 28.381 -1.288
O: -22.455 28.180 -0.088
C: -23.065 29.346 0.437
H: -20.119 21.680 -0.883
H: -20.954 22.002 0.656
H: -19.373 21.263 0.710
H: -21.031 24.595 0.547
H: -20.892 24.150 -1.141
H: -18.913 25.473 -1.439
H: -18.633 25.579 0.296
H: -20.605 27.250 0.396
H: -21.640 26.278 -1.641
H: -20.281 27.193 -2.461
H: -22.279 28.699 -2.138
H: -20.997 29.214 -1.102
H: -23.656 29.112 1.323
H: -23.685 29.798 -0.337
H: -22.340 30.096 0.755
C: -18.589 16.334 -0.529
O: -18.673 17.633 -1.189
C: -18.220 17.428 -2.542
C: -18.411 18.713 -3.391
N: -19.819 19.156 -3.418
C: -19.873 20.535 -3.882
C: -21.263 21.263 -4.060
O: -22.124 21.063 -2.988
C: -23.220 21.978 -2.766
H: -18.842 15.465 -1.137
H: -19.221 16.288 0.358
H: -17.593 16.036 -0.203
H: -18.815 16.651 -3.022
H: -17.201 17.042 -2.527
H: -17.986 18.566 -4.384
H: -17.692 19.422 -2.980
H: -19.992 19.099 -2.425
H: -19.390 20.856 -4.806
H: -19.466 21.170 -3.096
H: -21.941 20.902 -4.833
H: -21.066 22.313 -4.277
H: -23.686 21.568 -1.870
H: -23.967 22.001 -3.560
H: -22.916 22.995 -2.520
C: -12.745 24.899 7.193
O: -13.842 24.165 6.790
C: -15.049 24.902 6.721
C: -16.225 24.212 5.934
N: -15.863 24.112 4.511
C: -16.671 23.145 3.749
C: -18.045 23.662 3.226
O: -19.027 23.590 4.289
C: -20.313 24.012 3.888
H: -12.564 25.750 6.536
H: -11.778 24.400 7.126
H: -12.913 25.122 8.247
H: -14.896 25.857 6.217
H: -15.369 25.176 7.726
H: -17.170 24.747 6.022
H: -16.341 23.217 6.365
H: -14.882 23.997 4.299
H: -16.767 22.162 4.209
H: -16.241 22.919 2.774
H: -18.367 22.906 2.511
H: -18.016 24.598 2.669
H: -20.273 25.101 3.934
H: -21.103 23.560 4.487
H: -20.518 23.793 2.840
C: -12.158 25.958 -5.185
O: -13.439 26.464 -5.534
C: -13.316 27.571 -6.383
C: -14.806 28.120 -6.688
N: -15.375 27.334 -7.709
C: -16.599 27.866 -8.254
C: -17.300 26.849 -9.133
O: -18.210 26.139 -8.381
C: -18.971 25.178 -9.030
H: -12.170 25.059 -4.569
H: -11.550 26.636 -4.586
H: -11.612 25.763 -6.108
H: -12.826 27.452 -7.349
H: -12.828 28.344 -5.789
H: -14.626 29.087 -7.156
H: -15.416 28.209 -5.789
H: -15.546 26.420 -7.314
H: -16.470 28.873 -8.650
H: -17.315 28.011 -7.445
H: -16.626 26.318 -9.806
H: -17.947 27.359 -9.847
H: -19.508 24.706 -8.208
H: -18.441 24.481 -9.679
H: -19.750 25.629 -9.645
C: -9.694 21.875 3.987
C: -11.117 21.291 4.286
C: -12.155 22.346 3.931
O: -11.969 22.898 2.618
C: -12.807 23.975 2.224
N: -11.272 20.099 3.507
H: -8.956 21.075 4.036
H: -9.367 22.566 4.765
H: -9.622 22.420 3.046
H: -11.169 21.007 5.338
H: -12.225 23.144 4.669
H: -13.118 21.834 3.912
H: -13.860 23.692 2.239
H: -12.505 24.343 1.243
H: -12.652 24.872 2.825
H: -11.531 20.297 2.551
H: -12.012 19.610 3.988
C: -11.428 28.459 -1.433
C: -12.392 29.627 -1.596
C: -13.210 29.956 -0.315
O: -14.133 30.989 -0.518
C: -14.794 31.478 0.636
N: -11.650 30.747 -2.168
H: -10.992 28.402 -0.436
H: -10.602 28.568 -2.136
H: -11.945 27.526 -1.658
H: -13.181 29.401 -2.313
H: -12.562 29.991 0.561
H: -13.880 29.124 -0.099
H: -14.062 32.073 1.182
H: -15.127 30.645 1.256
H: -15.552 32.210 0.358
H: -12.225 31.565 -2.029
H: -11.022 30.808 -1.380

Forces on atoms 1 to 2 (eV/Å):
C 1.408 0.361 0.767
O -0.969 -0.846 -1.003

## Properties
**M**: 1302.87 g mol⁻¹
**Multiplicity**: 1
**HOMO level**: -8.6141 eV
**LUMO**: 0.485 eV
**Energy above the lowest of the compared OMol25 structures with the same formula, charge and spin**: 78.5 kcal/mol
**Gap between HOMO and LUMO**: 9.10 eV
**Net charge**: 0
**Maximum force**: 0.067 hartree/bohr

Löwdin population analysis, charges in e, atoms 1 to 4: -0.176 -0.110 0.076 0.073